(1)
{"formula": "C18H39N6", "method": "ωB97M-V/def2-TZVPD", "elements": ["N", "C", "N", "N", "C", "C", "C", "C", "C", "N", "H", "H", "H", "H", "H", "H", "H", "H", "H", "C", "C", "N", "C", "C", "C", "C", "H", "H", "H", "H", "H", "H", "H", "H", "H", "H", "H", "H", "H", "H", "H", "C", "C", "N", "C", "C", "C", "C", "H", "H", "H", "H", "H", "H", "H", "H", "H", "H", "H", "H", "H", "H", "H"], "positions_angstrom": [[1.033, -3.729, -1.417], [0.108, -3.366, -2.297], [0.344, -2.165, -2.961], [-1.007, -4.112, -2.494], [-2.245, -3.428, -2.166], [-3.290, -3.534, -3.040], [-4.442, -2.854, -2.712], [-4.401, -2.137, -1.544], [-3.307, -2.094, -0.730], [-2.189, -2.752, -1.047], [0.597, -4.408, -0.793], [1.204, -2.895, -0.841], [-0.350, -1.459, -2.728], [0.425, -2.304, -3.963], [-0.979, -5.077, -2.785], [-3.228, -4.116, -3.946], [-5.318, -2.884, -3.340], [-5.282, -1.585, -1.243], [-3.308, -1.517, 0.184], [-1.638, 1.110, -1.106], [-1.725, 1.139, 0.415], [-1.084, 2.295, 1.005], [-0.924, 2.188, 2.447], [-2.189, 2.145, 3.312], [-1.531, 3.590, 0.516], [-3.018, 3.939, 0.657], [-0.599, 1.176, -1.438], [-2.057, 0.171, -1.481], [-2.201, 1.921, -1.566], [-1.223, 0.241, 0.793], [-2.785, 1.051, 0.709], [-0.291, 3.010, 2.790], [-0.345, 1.280, 2.648], [-2.657, 3.123, 3.400], [-1.927, 1.828, 4.323], [-2.927, 1.436, 2.934], [-1.265, 3.665, -0.542], [-0.936, 4.368, 0.999], [-3.670, 3.110, 0.376], [-3.259, 4.777, 0.001], [-3.271, 4.249, 1.670], [3.590, -1.017, -1.374], [3.572, -0.993, 0.147], [4.317, 0.100, 0.720], [4.515, -0.026, 2.156], [3.277, 0.015, 3.059], [3.937, 1.419, 0.238], [2.471, 1.828, 0.415], [4.608, -1.039, -1.763], [3.077, -1.911, -1.733], [3.075, -0.156, -1.803], [4.009, -1.933, 0.499], [2.516, -0.993, 0.483], [5.215, 0.748, 2.482], [5.035, -0.972, 2.335], [2.881, 1.024, 3.165], [3.546, -0.325, 4.061], [2.479, -0.638, 2.702], [4.178, 1.479, -0.826], [4.585, 2.166, 0.701], [1.793, 1.015, 0.147], [2.237, 2.671, -0.237], [2.243, 2.144, 1.432]], "forces_ev_per_angstrom": [[-1.9, 0.1, 1.0], [0.3, 0.0, -0.1], [-0.2, 0.3, 0.7], [0.1, 0.2, -0.5], [1.3, -0.8, -1.0], [-0.8, -0.2, -0.6], [0.4, -0.3, -0.1], [-1.9, 1.0, 0.5], [0.7, -0.1, 0.1], [0.0, 0.3, 0.3], [0.6, -0.4, -0.1], [1.4, 0.0, -0.5], [0.1, 0.2, -0.2], [-0.3, 0.0, 0.0], [0.0, -0.2, 0.6], [0.2, -0.1, -0.1], [-0.1, 0.0, 0.0], [0.0, 0.0, 0.0], [0.1, 0.0, 0.1], [0.0, 0.0, 0.0], [-0.1, 0.0, -0.1], [0.2, 0.0, 0.1], [0.1, -0.1, 0.2], [0.0, 0.0, 0.1], [-0.1, 0.1, -0.3], [0.0, 0.1, 0.0], [0.0, 0.1, 0.0], [0.0, 0.0, 0.0], [0.0, 0.0, 0.0], [0.0, 0.1, 0.2], [0.0, -0.1, 0.0], [0.0, 0.1, -0.1], [0.0, 0.0, -0.1], [-0.1, 0.0, -0.1], [0.0, 0.0, 0.0], [0.0, 0.0, 0.0], [0.0, -0.1, 0.0], [0.0, -0.1, 0.1], [0.0, 0.0, 0.0], [0.0, 0.0, 0.0], [-0.1, -0.1, 0.0], [-0.1, 0.1, -0.1], [-0.1, -0.1, -0.1], [0.1, 0.0, 0.1], [0.1, -0.1, 0.2], [0.0, 0.1, 0.1], [-0.1, 0.2, -0.2], [0.0, 0.2, 0.0], [0.0, 0.0, 0.1], [0.1, 0.0, -0.1], [0.0, 0.0, 0.0], [0.0, 0.1, 0.2], [-0.1, -0.1, 0.0], [0.0, 0.1, -0.1], [0.0, 0.0, -0.1], [-0.1, 0.0, -0.1], [0.0, 0.0, 0.0], [0.0, 0.0, 0.0], [0.0, -0.1, 0.0], [0.0, -0.1, 0.2], [-0.1, 0.0, 0.0], [0.0, 0.0, 0.0], [-0.1, -0.1, 0.0]], "nbo_charge": [-0.688, 0.818, -0.882, -0.667, 0.321, -0.248, -0.126, -0.239, 0.053, -0.453, 0.409, 0.448, 0.429, 0.422, 0.447, 0.240, 0.245, 0.240, 0.225, -0.618, -0.211, -0.455, -0.208, -0.635, -0.218, -0.638, 0.210, 0.186, 0.217, 0.188, 0.157, 0.200, 0.186, 0.208, 0.218, 0.198, 0.189, 0.205, 0.197, 0.219, 0.209, -0.615, -0.211, -0.446, -0.209, -0.635, -0.222, -0.634, 0.226, 0.187, 0.206, 0.198, 0.133, 0.202, 0.191, 0.205, 0.219, 0.193, 0.191, 0.206, 0.191, 0.217, 0.210], "charge": 1, "orbital_gap_ev": 5.4}

---

(2)
{"formula": "C18H40B2N4O16P4", "method": "ωB97M-V/def2-TZVPD", "elements": ["C", "B", "O", "C", "C", "C", "B", "N", "O", "C", "N", "C", "C", "N", "C", "C", "P", "N", "O", "O", "H", "H", "H", "H", "H", "H", "H", "H", "H", "H", "H", "H", "H", "C", "O", "P", "O", "O", "C", "O", "C", "H", "H", "H", "H", "H", "H", "H", "H", "H", "C", "O", "P", "O", "O", "C", "O", "C", "H", "H", "H", "H", "H", "H", "H", "H", "H", "C", "O", "P", "O", "O", "C", "O", "C", "H", "H", "H", "H", "H", "H", "H", "H", "H"], "positions_angstrom": [[0.517, -6.028, -0.390], [0.497, -4.776, -1.463], [1.667, -4.434, -2.216], [-0.922, -3.958, -1.546], [-1.506, -3.485, -0.143], [-2.837, -2.710, -0.166], [-3.446, -2.275, 1.301], [-4.894, -2.387, 1.653], [-2.479, -1.809, 2.271], [-3.624, -2.322, -1.494], [-4.828, -1.560, -1.303], [-5.361, -1.272, -2.593], [-4.808, -1.717, -3.973], [-3.635, -2.511, -4.092], [-3.014, -2.805, -2.830], [-1.670, -3.649, -2.887], [-0.888, -4.319, -4.464], [-0.613, -5.907, -4.387], [0.565, -3.421, -4.710], [-1.855, -4.089, -5.871], [0.531, -5.555, 0.665], [1.401, -6.726, -0.568], [-0.506, -6.545, -0.513], [1.676, -3.472, -2.456], [-1.017, -3.713, 0.858], [-5.381, -2.934, 0.925], [-4.911, -2.906, 2.556], [-2.833, -2.011, 3.168], [-6.328, -0.639, -2.610], [-5.343, -1.411, -4.936], [-1.101, -6.387, -5.156], [0.380, -2.730, -5.403], [-2.645, -4.679, -5.758], [4.390, -3.512, -1.428], [3.805, -2.251, -1.125], [4.817, -0.858, -1.112], [5.546, -1.298, -2.381], [5.567, -1.408, 0.247], [4.780, -1.454, 1.435], [5.709, 0.610, -1.020], [7.094, 0.582, -1.330], [3.731, -4.290, -1.043], [4.471, -3.636, -2.509], [5.371, -3.625, -0.962], [4.572, -2.499, 1.680], [3.831, -0.924, 1.313], [5.341, -0.997, 2.253], [7.239, 0.605, -2.411], [7.582, -0.296, -0.899], [7.551, 1.480, -0.905], [-4.222, 3.908, 5.618], [-3.588, 4.415, 4.453], [-3.605, 3.449, 3.028], [-5.067, 3.067, 3.253], [-2.580, 2.375, 3.739], [-1.250, 2.828, 3.988], [-3.542, 2.552, 1.563], [-4.199, 1.295, 1.505], [-3.814, 4.439, 6.481], [-5.296, 4.099, 5.572], [-4.034, 2.840, 5.746], [-1.119, 2.965, 5.065], [-1.044, 3.776, 3.485], [-0.543, 2.075, 3.634], [-5.267, 1.434, 1.329], [-4.036, 0.719, 2.420], [-3.785, 0.736, 0.662], [3.703, 3.579, 0.559], [3.790, 4.955, 0.900], [2.331, 5.814, 1.211], [1.748, 4.657, 2.021], [1.926, 5.713, -0.381], [2.740, 6.445, -1.295], [0.959, 6.808, 1.507], [-0.327, 6.211, 1.476], [4.629, 3.299, 0.052], [3.609, 2.975, 1.463], [2.865, 3.384, -0.114], [3.340, 5.739, -1.876], [3.410, 7.135, -0.777], [2.097, 7.012, -1.972], [-0.530, 5.708, 2.423], [-0.419, 5.508, 0.644], [-1.065, 7.005, 1.345]], "forces_ev_per_angstrom": [[-0.5, 0.7, -0.6], [0.9, -0.4, -0.4], [-2.3, 0.7, 1.6], [-2.4, 1.8, -0.8], [-3.6, 1.6, -3.9], [2.0, -0.8, -1.2], [0.3, 0.5, 0.2], [2.3, -1.4, -0.1], [-2.0, -1.6, -0.6], [2.1, -1.4, 1.3], [1.7, -1.2, -6.1], [0.7, -0.5, 0.2], [1.9, -1.2, 2.5], [-2.6, 2.1, 3.5], [0.1, -0.1, -0.1], [-0.2, 1.3, 4.4], [0.4, -2.7, -1.8], [-0.6, 2.7, 0.5], [-3.3, -0.2, -0.7], [0.8, 0.2, 2.3], [0.1, -0.9, -1.5], [-1.3, 0.9, 0.5], [1.7, 0.5, 0.3], [-0.2, -1.2, -0.1], [-0.6, 0.4, -1.7], [0.1, 0.5, 0.7], [-0.6, 0.7, -0.8], [0.4, 0.6, -0.8], [1.7, -1.2, 0.1], [0.9, -0.5, 1.6], [0.6, 0.3, 0.4], [0.3, -0.7, 0.9], [0.9, 0.9, 0.0], [0.8, -0.5, -0.3], [-2.8, 2.8, 1.4], [8.0, -5.1, -3.1], [-1.3, 0.8, 0.4], [-0.8, 0.9, 0.1], [-0.1, -0.3, 0.4], [-3.5, 1.3, 1.4], [0.5, -0.4, -0.5], [-0.1, 0.3, 0.1], [0.1, 0.1, 0.1], [0.0, 0.2, -0.1], [-0.1, 0.1, 0.0], [0.0, -0.1, 0.2], [0.0, 0.0, -0.2], [0.0, -0.2, 0.1], [-0.1, 0.0, -0.1], [-0.3, 0.0, 0.1], [-0.5, -0.4, 0.1], [2.4, 2.4, -2.2], [-5.8, -7.1, 4.2], [0.6, 1.1, -0.7], [0.4, 0.8, -0.8], [0.4, 0.0, 0.4], [2.6, 3.0, -1.0], [-0.7, -0.4, 0.3], [0.2, 0.1, -0.2], [0.1, -0.2, -0.1], [-0.1, 0.0, -0.1], [0.0, 0.1, -0.1], [0.2, -0.1, 0.1], [-0.1, 0.1, 0.0], [0.1, 0.0, 0.2], [-0.1, 0.1, -0.1], [0.2, 0.3, 0.0], [-0.4, -0.6, 0.1], [1.6, 3.8, 0.4], [-5.6, -8.2, -0.9], [0.8, 1.2, 0.3], [0.4, 1.1, 0.5], [0.2, 0.0, -0.5], [2.8, 2.7, 0.0], [-0.3, -0.6, 0.1], [0.1, 0.3, 0.0], [-0.2, 0.1, -0.1], [0.0, 0.0, 0.1], [0.0, 0.1, 0.1], [0.0, 0.0, -0.2], [0.0, -0.1, 0.2], [0.1, -0.1, -0.1], [0.1, 0.0, 0.1], [0.3, 0.2, 0.0]], "mulliken_charge": [-0.877, 0.611, -0.558, -0.072, -0.832, 0.307, 0.512, -0.578, -0.499, 0.406, -0.405, -0.307, -0.299, -0.403, 0.182, 0.391, 0.833, -0.782, -0.503, -0.515, 0.248, 0.241, 0.237, 0.281, 0.188, 0.249, 0.218, 0.272, 0.314, 0.367, 0.222, 0.323, 0.339, -0.611, -0.264, 1.021, -0.625, -0.346, -0.698, -0.374, -0.605, 0.178, 0.214, 0.433, 0.220, 0.344, 0.252, 0.247, 0.286, 0.256, -0.585, -0.475, 1.253, -0.648, -0.265, -0.209, -0.475, -0.480, 0.241, 0.228, 0.298, 0.271, -0.110, 0.243, 0.249, 0.277, 0.213, -0.571, -0.467, 1.112, -0.563, -0.293, -0.686, -0.488, -0.463, 0.248, 0.256, 0.327, 0.230, 0.343, 0.253, 0.036, 0.311, 0.349], "orbital_gap_ev": 5.2, "smiles": "CB(O)c1cc(B(N)O)c2nccnc2c1P(=N)(O)O.COP(=O)(OC)OC.COP(=O)(OC)OC.COP(=O)(OC)OC"}

---

(3)
{"formula": "C18H40BFN6O14PS", "method": "ωB97M-V/def2-TZVPD", "elements": ["C", "C", "O", "N", "C", "C", "P", "O", "O", "O", "O", "B", "S", "O", "O", "F", "O", "C", "C", "O", "N", "O", "H", "H", "H", "H", "H", "H", "H", "H", "H", "H", "H", "H", "C", "C", "O", "N", "C", "H", "H", "H", "H", "H", "H", "H", "C", "C", "O", "N", "C", "H", "H", "H", "H", "H", "H", "H", "C", "C", "O", "N", "C", "H", "H", "H", "H", "H", "H", "H", "C", "C", "O", "N", "C", "H", "H", "H", "H", "H", "H", "H"], "positions_angstrom": [[-1.190, -5.362, -3.054], [-0.141, -4.276, -3.164], [-0.041, -3.614, -4.176], [0.732, -4.195, -2.087], [0.074, -3.873, -0.795], [1.947, -3.364, -2.269], [2.878, -3.892, -3.805], [4.332, -3.936, -3.649], [2.436, -2.911, -4.970], [2.274, -5.351, -4.173], [1.698, -1.993, -2.313], [2.645, -1.395, -1.324], [3.196, 0.377, -1.932], [2.122, 0.932, -2.717], [4.534, 0.529, -2.427], [3.183, 1.258, -0.562], [3.705, -2.362, -1.179], [2.898, -3.520, -1.050], [3.717, -4.790, -0.879], [3.212, -5.567, 0.233], [3.768, -5.101, 1.421], [3.047, -5.287, 2.328], [-0.698, -6.326, -3.193], [-1.712, -5.357, -2.100], [-1.922, -5.210, -3.847], [-0.985, -4.093, -0.805], [0.210, -2.807, -0.595], [0.526, -4.451, 0.010], [1.576, -3.116, -5.359], [1.825, -5.385, -5.025], [2.014, -1.152, -0.296], [2.325, -3.371, -0.127], [4.749, -4.502, -0.668], [3.714, -5.457, -1.737], [1.821, 3.591, 1.066], [0.340, 3.304, 1.080], [-0.129, 2.215, 0.803], [-0.490, 4.337, 1.422], [-0.146, 5.703, 1.768], [2.355, 2.698, 0.764], [2.052, 4.391, 0.362], [2.156, 3.890, 2.062], [-1.463, 4.073, 1.413], [-0.481, 5.943, 2.781], [-0.603, 6.408, 1.074], [0.930, 5.838, 1.720], [-0.735, -2.597, 2.563], [-1.890, -3.523, 2.254], [-1.824, -4.353, 1.363], [-3.019, -3.389, 3.003], [-3.271, -2.454, 4.077], [0.078, -2.830, 1.882], [-1.021, -1.554, 2.424], [-0.386, -2.733, 3.587], [-3.753, -4.030, 2.744], [-3.493, -2.980, 5.009], [-4.116, -1.804, 3.840], [-2.399, -1.829, 4.238], [1.463, 6.573, -3.549], [0.450, 6.099, -2.529], [-0.292, 6.890, -1.952], [0.404, 4.777, -2.282], [1.202, 3.696, -2.854], [1.376, 7.653, -3.631], [2.477, 6.317, -3.241], [1.277, 6.122, -4.524], [-0.292, 4.518, -1.596], [0.557, 2.969, -3.342], [1.748, 3.177, -2.072], [1.911, 4.083, -3.580], [-3.331, 2.396, 3.671], [-4.808, 2.082, 3.746], [-5.253, 0.976, 3.499], [-5.641, 3.099, 4.111], [-5.297, 4.465, 4.438], [-2.804, 1.498, 3.364], [-3.132, 3.182, 2.943], [-2.954, 2.715, 4.644], [-6.612, 2.830, 4.144], [-5.601, 4.712, 5.457], [-5.786, 5.166, 3.759], [-4.224, 4.608, 4.359]], "forces_ev_per_angstrom": [[-0.3, 0.3, -0.2], [-0.1, -0.3, 0.6], [0.2, -0.2, -0.5], [-0.1, 1.1, 0.1], [0.3, -0.4, 0.1], [-0.2, -0.6, -0.1], [0.1, 0.3, -0.1], [0.0, 0.0, 0.1], [0.4, -0.3, -0.6], [0.0, 0.0, -0.2], [0.3, 0.0, -0.1], [-0.8, -0.1, 0.5], [-0.1, -0.4, -1.0], [0.2, 0.1, 0.3], [0.1, 0.1, 0.2], [0.1, -0.1, -0.1], [-0.1, 0.1, 0.3], [0.5, 0.4, -0.1], [0.4, -0.1, 0.0], [-0.2, 0.2, 0.2], [-0.2, 0.2, -0.2], [0.2, -0.3, 0.0], [0.0, 0.0, 0.1], [0.1, -0.2, 0.0], [0.1, 0.0, 0.0], [0.1, 0.0, -0.1], [-0.1, 0.0, 0.0], [-0.1, 0.0, 0.0], [-0.2, 0.3, 0.5], [0.0, 0.0, 0.1], [0.3, 0.2, 0.0], [-0.2, -0.3, -0.1], [0.0, 0.0, -0.1], [-0.1, 0.0, 0.1], [0.0, -0.1, 0.1], [0.0, 0.0, 0.0], [0.0, 0.0, 0.1], [0.0, 0.0, 0.0], [-0.2, -0.1, 0.0], [-0.1, 0.0, 0.0], [0.0, 0.1, 0.0], [0.0, 0.1, 0.0], [0.0, 0.1, -0.1], [0.1, 0.0, 0.0], [0.0, 0.0, -0.1], [0.0, 0.0, 0.0], [0.0, -0.1, 0.0], [0.1, 0.2, 0.0], [-0.2, -0.1, 0.1], [0.1, -0.1, 0.0], [-0.2, 0.0, 0.0], [0.0, 0.0, 0.0], [0.0, 0.0, 0.0], [0.0, 0.0, 0.0], [0.0, 0.0, 0.0], [0.1, 0.0, 0.0], [0.0, 0.1, 0.0], [0.0, 0.0, 0.0], [0.0, 0.1, 0.0], [0.0, 0.1, 0.0], [0.1, -0.1, 0.0], [-0.1, -0.1, 0.1], [-0.2, 0.2, 0.2], [0.0, 0.0, 0.0], [0.0, 0.0, 0.0], [0.0, 0.0, 0.0], [0.0, 0.0, 0.0], [0.1, -0.1, 0.0], [0.0, 0.0, 0.0], [0.0, 0.0, 0.0], [0.0, -0.1, 0.0], [0.0, 0.1, 0.0], [0.0, -0.1, 0.0], [0.0, 0.0, 0.0], [-0.1, 0.0, 0.0], [0.0, 0.0, 0.0], [0.0, 0.0, 0.0], [0.0, 0.1, 0.0], [0.0, 0.0, 0.0], [0.0, 0.0, 0.0], [0.0, 0.0, 0.0], [0.0, 0.0, 0.0]], "mulliken_charge": [-1.316, 0.651, -0.640, 0.366, -1.248, 0.615, 0.698, -0.772, -0.567, -0.576, -0.794, 1.006, 1.153, -0.571, -0.709, -0.309, -0.786, 0.440, -0.914, -0.171, 0.050, -0.363, 0.241, 0.379, 0.359, 0.659, 0.287, 0.234, 0.414, 0.375, -0.253, 0.262, 0.415, 0.373, -1.043, 0.873, -0.673, -0.080, -0.893, -0.055, 0.344, 0.492, 0.160, 0.290, 0.311, 0.302, -0.699, 0.753, -0.636, -0.161, -0.811, -0.178, 0.258, 0.414, 0.240, 0.256, 0.305, 0.273, -1.284, 0.870, -0.695, -0.023, -0.736, 0.311, 0.344, 0.343, 0.176, 0.305, 0.060, 0.283, -0.884, 0.717, -0.642, -0.161, -0.796, 0.215, 0.128, 0.363, 0.235, 0.275, 0.280, 0.285], "charge": -1, "orbital_gap_ev": 7.8}